A structure of composition C4H8N4 at a distorted geometry. Source: OMol25; level of theory: wB97M-V/def2-TZVPD.

XYZ file:
```
16
Properties=species:S:1:pos:R:3
C 1.355 0.730 -0.788
C -0.293 -1.545 -0.491
C 0.840 -0.114 0.341
N -2.258 1.222 0.759
C -0.880 -0.495 0.267
N -1.501 0.584 -0.266
N 0.183 -2.525 -1.009
N 1.376 -0.384 1.451
H -3.192 0.817 0.821
H -2.366 2.193 0.492
H 1.174 -2.609 -1.240
H 2.243 0.136 1.603
H -1.162 -0.836 1.268
H 0.533 1.083 -1.409
H 1.896 1.597 -0.401
H 2.052 0.146 -1.398
```

Results
- HOMO (spin up / spin down) (eV) = -6.870 / -6.870
- energy (Ha) = -376.03733

***

A cluster of 2 separate species, C4H12NO3 in total at a distorted geometry. Source: OMol25; level of theory: wB97M-V/def2-TZVPD.

XYZ file:
```
20
Properties=species:S:1:pos:R:3
C 1.000 -0.204 1.309
O 1.581 0.871 0.576
C -0.154 -0.860 0.600
C -1.011 0.234 -0.447
C -1.934 1.148 0.330
O -0.085 0.775 -1.228
N -1.069 -1.371 1.621
H 0.589 0.315 2.207
H 1.888 -0.771 1.630
H 0.172 -1.646 -0.083
H -1.536 -0.628 -1.023
H -2.066 2.144 -0.106
H -2.857 0.639 0.604
H -1.333 1.466 1.190
H 0.953 1.110 -0.149
H -2.036 -1.548 1.406
H -1.038 -0.862 2.491
H 1.187 -1.235 -2.139
H 1.266 0.295 -2.383
O 1.603 -0.569 -2.694
```

Results
- HOMO (eV) = -3.079
- net charge = -1
- energy (Ha) = -440.06127

***

A cluster of 2 separate species, C9H14O in total at a distorted geometry. Source: OMol25; level of theory: wB97M-V/def2-TZVPD.

XYZ file:
```
24
Properties=species:S:1:pos:R:3
C -2.079 3.204 -0.503
C -2.719 2.149 -1.447
H -2.607 4.101 -0.509
H -2.181 3.060 0.550
H -1.007 3.356 -0.581
H -3.759 2.113 -1.476
H -2.560 1.175 -1.094
H -2.421 2.204 -2.523
C -0.214 -0.502 2.896
C 0.715 -2.164 -0.246
C 0.241 -1.902 1.019
C 1.306 -1.054 -0.998
C 0.276 -0.677 1.477
C 1.496 0.205 -0.347
C 0.813 0.426 0.812
O 1.428 -1.128 -2.315
H 0.603 -3.215 -0.793
H -0.074 -2.909 1.491
H 1.717 -0.236 -2.738
H 2.012 1.080 -0.753
H -0.875 0.424 2.919
H 0.625 -0.203 3.647
H 0.812 1.433 1.148
H -0.720 -1.477 3.255
```

Results
- HOMO (eV) = -7.942
- energy (Ha) = -426.49034

***

A structure of composition C18H26InN3PSe2 at a distorted geometry. Source: OMol25; level of theory: wB97M-V/def2-TZVPD.

XYZ file:
```
51
Properties=species:S:1:pos:R:3
In 0.416 -1.554 -0.422
N 3.677 1.706 1.467
C 3.167 0.305 1.212
C 4.267 -0.505 0.534
C 3.868 -1.974 0.359
N 2.760 -2.159 -0.625
C 3.495 -2.584 1.707
C 2.407 -1.810 2.449
N 1.070 -2.070 1.834
C 2.728 -0.309 2.540
H 3.994 2.159 0.605
H 4.479 1.690 2.106
H 2.966 2.303 1.896
H 2.317 0.411 0.537
H 5.165 -0.501 1.159
H 4.533 -0.067 -0.433
H 4.744 -2.501 -0.026
H 2.677 -3.162 -0.795
H 3.044 -1.772 -1.526
H 4.389 -2.607 2.333
H 3.188 -3.626 1.578
H 2.372 -2.182 3.475
H 0.340 -1.723 2.457
H 0.937 -3.082 1.821
H 3.535 -0.204 3.271
H 1.856 0.224 2.933
Se -1.920 -2.099 -1.473
P -1.858 0.190 -1.486
Se 0.288 0.798 -1.629
C -2.510 0.679 0.139
C -3.780 0.230 0.501
C -4.302 0.580 1.735
C -3.563 1.363 2.611
C -2.301 1.814 2.249
C -1.770 1.476 1.012
C -2.794 0.790 -2.886
C -2.258 1.754 -3.740
C -3.034 2.232 -4.782
C -4.323 1.752 -4.969
C -4.845 0.778 -4.125
C -4.084 0.288 -3.080
H -4.366 -0.385 -0.170
H -5.293 0.241 2.008
H -3.979 1.635 3.573
H -1.741 2.453 2.918
H -0.815 1.880 0.706
H -1.252 2.128 -3.598
H -2.629 2.978 -5.452
H -4.927 2.131 -5.783
H -5.845 0.396 -4.282
H -4.487 -0.487 -2.439
```

Results
- HOMO (eV) = -16.834
- net charge = +3
- energy (Ha) = -6199.24451